(1)
The following is a quantum chemistry calculation of a structure of composition C28H47BrNO3P3Pd in a non-equilibrium geometry, from OMol25.

Properties
2S+1   5
Total charge   +4
E_LUMO (alpha / beta)   -11.972 / -14.610 eV
Electronic energy   -138771.3251 eV
HOMO (alpha / beta)   -18.390 / -18.877 eV
Kohn-Sham gap (alpha / beta)   6.4179 / 4.2668 eV

XYZ file:
```
84
Properties=species:S:1:pos:R:3:forces:R:3
C -0.91420 4.37116 -3.50754 -0.15 -0.20 -0.99
C -0.98511 3.17374 -4.25785 0.07 0.21 -0.79
C -0.98386 3.24533 -5.65737 -0.07 0.88 0.50
C -0.98306 4.51739 -6.25093 0.06 0.75 -1.71
N -0.95164 5.63406 -5.53051 -0.01 -3.71 1.79
C -0.90740 5.58913 -4.20200 0.10 1.51 0.56
C -1.08892 1.87923 -3.60809 -0.12 1.71 2.38
C -1.20701 1.51298 -2.34185 -0.27 2.88 -0.70
C -1.67586 1.98132 -1.06803 0.26 -0.96 -0.68
C -1.03605 1.56423 0.11739 -0.09 -0.33 1.22
C -1.77344 1.46480 1.28523 0.93 0.14 -0.45
C -3.13638 1.84506 1.31451 0.27 -0.19 -0.41
C -3.72912 2.41483 0.17555 0.23 0.43 -1.01
C -2.99101 2.53079 -0.99269 -0.70 0.32 0.39
Pd -1.02928 -0.02100 -3.53674 1.22 -2.49 -0.90
P 2.48959 -0.90683 0.89462 2.41 -1.54 1.08
H -1.00390 2.35016 -6.27806 -0.02 0.41 -0.02
H -0.86911 4.37046 -2.41880 0.01 0.20 -0.36
H -0.99978 4.63203 -7.33775 0.00 -0.05 0.13
H -0.86597 6.53790 -3.66132 0.00 -0.13 -0.12
H -3.44924 2.99416 -1.87222 0.13 -0.37 0.22
H 0.03768 1.33132 0.10230 -0.56 -0.18 0.04
H -4.76778 2.73454 0.19853 0.19 0.05 0.05
H -1.31274 1.08779 2.19082 -0.05 0.05 0.00
C 2.35434 -2.52639 1.79567 -0.89 0.30 0.07
C 3.19874 -3.70674 1.33579 0.25 -0.24 -0.17
H 1.28676 -2.78639 1.72239 0.15 -0.12 0.22
H 2.54715 -2.29716 2.85566 -0.04 0.03 -0.27
H 3.09841 -4.52054 2.06370 -0.02 0.18 -0.12
H 2.87039 -4.10725 0.37078 0.09 0.11 0.12
H 4.26362 -3.46874 1.26604 -0.26 -0.09 -0.02
C 3.06341 -1.42522 -0.78290 -0.86 0.30 -0.71
C 3.25632 -0.24851 -1.74285 0.13 -0.05 -0.22
H 2.30959 -2.11735 -1.18923 0.41 0.21 0.13
H 4.00259 -1.98502 -0.67521 -0.35 0.08 0.25
H 3.49712 -0.63792 -2.74184 0.00 0.20 0.24
H 2.34106 0.35647 -1.82553 0.20 -0.05 0.01
H 4.08451 0.40454 -1.43299 -0.29 -0.15 -0.08
C 4.07108 -0.20242 1.57641 -0.80 1.03 0.15
C 5.37384 -0.95298 1.33116 0.26 -0.28 -0.08
H 3.90068 -0.07326 2.65744 0.08 0.03 -0.39
H 4.12547 0.80476 1.13332 0.12 -0.13 0.25
H 6.19816 -0.34204 1.72161 -0.23 -0.12 -0.10
H 5.40985 -1.91204 1.85967 0.00 0.27 -0.14
H 5.57407 -1.12050 0.26667 0.04 0.04 0.27
Br -4.11836 1.56280 2.81182 -0.23 0.01 0.40
P -2.12647 -2.00777 -2.30992 -1.06 -0.90 3.79
C -0.33490 -2.14527 -1.55559 0.78 0.73 -0.96
C 0.10706 -3.60201 -1.36713 -0.50 -0.54 -0.30
H -0.31229 -1.57800 -0.61478 -0.43 0.09 -0.22
H 0.35287 -1.62974 -2.25403 -0.03 -0.23 0.35
H 1.19237 -3.69432 -1.22053 -0.36 0.27 -0.20
H -0.36209 -4.07028 -0.49624 0.16 0.17 -0.19
H -0.16040 -4.20334 -2.24978 0.23 0.07 0.27
C -2.85346 -2.91940 -0.79670 -0.01 -1.49 -0.61
C -4.32266 -3.34204 -0.74153 -0.07 -0.34 -0.23
H -2.66042 -2.21397 0.02721 0.37 0.14 -0.42
H -2.22774 -3.80737 -0.66157 -0.27 0.28 0.20
H -4.61890 -3.39659 0.31354 0.03 -0.01 -0.25
H -5.02085 -2.67092 -1.25077 0.09 -0.12 0.11
H -4.44817 -4.34388 -1.16780 -0.02 0.27 0.05
C -3.36981 -0.64257 -1.93356 0.02 0.97 -0.59
C -3.98879 -0.13414 -3.22981 -0.14 0.26 0.00
H -2.78181 0.10101 -1.40282 -0.04 -0.04 -0.04
H -4.13116 -0.97346 -1.22065 0.27 -0.40 -0.42
H -3.25710 0.43979 -3.83511 -0.50 -0.37 0.10
H -4.33504 -1.00073 -3.80838 -0.17 0.49 -0.07
H -4.82414 0.54686 -3.01886 0.05 -0.34 -0.11
C 2.82732 0.70178 5.46909 0.30 0.23 0.51
O 2.34489 -0.22388 4.47040 -1.41 -0.01 -1.74
P 1.17388 0.12036 3.36009 0.81 1.43 2.38
O -0.22844 -0.12668 4.15964 0.92 0.37 -1.04
C -0.36258 -1.00382 5.29903 -0.21 -0.47 0.63
O 1.21579 1.75542 3.20577 -0.53 -1.52 -0.19
C 0.45642 2.67716 4.03682 0.11 0.34 0.26
H 3.29994 1.57773 5.00610 -0.25 -0.24 0.04
H 3.58627 0.14787 6.02899 -0.21 0.14 -0.09
H 2.02379 1.00653 6.15461 0.23 -0.11 -0.26
H 0.01662 -2.01193 5.08886 -0.03 0.33 -0.02
H 0.14330 -0.59462 6.18308 -0.05 -0.05 -0.38
H -1.43359 -1.06401 5.50830 0.23 0.03 -0.09
H -0.61040 2.65405 3.76874 0.37 -0.09 0.16
H 0.58983 2.47115 5.11257 -0.12 0.02 -0.56
H 0.86565 3.66834 3.80798 -0.13 -0.31 0.10
```
Positions in Å, forces in eV/Å.

Population analysis type Mulliken, resulting atomic charges in e: C -0.264; C 0.522; C -0.406; C -0.446; N 0.095; C -0.523; C -1.112; C 1.438; C -0.220; C 0.110; C 0.049; C -0.615; C -0.590; C -0.057; Pd -0.437; P 0.696; H 0.501; H 0.547; H 0.433; H 0.426; H 0.556; H 0.573; H 0.531; H 0.501; C -0.444; C -1.249; H 0.408; H 0.486; H 0.443; H 0.209; H 0.210; C -0.014; C -1.467; H -0.132; H 0.611; H 0.453; H 0.136; H 0.366; C -0.343; C -1.352; H 0.295; H 0.477; H 0.425; H 0.283; H 0.343; Br 0.086; P 0.208; C 0.119; C -1.560; H 0.072; H 0.713; H 0.339; H 0.418; H 0.481; C -0.397; C -1.239; H 0.499; H 0.284; H 0.338; H 0.383; H 0.402; C 0.468; C -1.068; H -1.037; H 0.728; H 0.325; H 0.380; H 0.383; C -0.688; O -0.275; P 0.409; O -0.221; C -0.713; O -0.279; C -0.491; H 0.276; H 0.265; H 0.339; H 0.335; H 0.258; H 0.261; H 0.215; H 0.269; H 0.266

=====

(2)
The following is a quantum chemistry calculation of a structure of composition C28H47DyNO2P2 in a non-equilibrium geometry, from OMol25.

Properties
2S+1   6
Total charge   +1
E_LUMO (alpha / beta)   -4.407 / -4.721 eV
Electronic energy   -78032.8510 eV
HOMO (alpha / beta)   -8.536 / -8.178 eV
Kohn-Sham gap (alpha / beta)   4.1288 / 3.4567 eV

XYZ file:
```
81
Properties=species:S:1:pos:R:3:forces:R:3
Dy -0.55112 -0.06873 0.54718 -1.19 2.78 5.09
C 0.18776 1.55007 3.37136 -1.68 -0.59 -0.63
C -0.04784 2.56287 2.37452 -1.17 -1.17 -0.57
C -2.08812 1.96204 3.27546 1.66 0.41 -0.59
C -1.08276 1.19098 3.92290 0.67 0.92 -1.17
C -1.46101 2.80061 2.30063 0.61 -1.61 1.02
C 1.49741 1.03022 3.81040 0.73 -0.05 0.57
H 2.22214 0.97283 2.98986 0.02 0.06 0.11
H 1.40408 0.02280 4.23467 0.08 0.17 -0.07
H 1.93816 1.66884 4.59193 0.07 -0.18 -0.12
C -1.33349 0.23764 5.01918 -0.23 -0.51 0.58
H -0.40191 -0.22447 5.37327 -0.29 0.04 -0.03
H -2.02028 -0.56581 4.69864 0.16 0.15 0.21
H -1.80256 0.73830 5.88541 0.14 -0.24 -0.24
C -3.52078 1.91959 3.60131 -0.86 -0.12 0.23
H -3.69910 2.13100 4.66943 0.03 -0.06 -0.28
H -3.95239 0.92560 3.39714 0.03 0.24 0.04
H -4.08681 2.66108 3.02533 0.04 -0.16 0.10
C -2.15303 3.75712 1.41958 -0.47 0.61 -0.32
H -2.57639 4.59450 1.99817 0.05 -0.11 -0.28
H -2.98739 3.27673 0.88411 0.10 0.19 0.06
H -1.47441 4.18156 0.67087 -0.11 0.00 0.07
C 0.97303 3.31852 1.62510 0.72 0.74 -0.45
H 1.10469 4.35066 2.01259 0.01 -0.41 -0.22
H 0.70675 3.40875 0.55394 0.15 0.13 0.29
H 1.96340 2.83881 1.67522 -0.25 0.24 0.12
C 2.27038 -2.27634 -2.36159 0.54 -0.63 0.51
C 3.18205 -1.48957 -1.75621 1.78 -1.49 -0.37
C 4.12666 -0.63555 -2.57395 0.21 0.29 0.09
C 3.42052 0.45148 -3.39641 0.80 -0.28 0.03
C 2.00315 0.74453 -3.00975 -0.60 0.48 -1.30
C 0.94900 0.18386 -3.63958 0.61 1.04 -0.57
C 0.88915 -1.17525 -4.25220 0.66 -0.13 -0.86
C 1.98017 -2.17713 -3.82158 -0.27 -0.38 -0.55
H 4.70730 -1.27308 -3.26215 -0.21 0.00 0.36
H 3.49570 0.18729 -4.45930 -0.31 0.13 0.25
H 4.87273 -0.17772 -1.91180 -0.14 -0.18 -0.13
H 2.89154 -1.97048 -4.39171 -0.01 0.01 0.25
H 1.77993 -3.10865 -1.83039 0.39 0.55 -0.18
H 3.64227 -1.72351 -0.78314 -0.41 -0.38 -1.02
H 1.64208 -3.16609 -4.15373 0.09 0.15 0.00
H -0.09750 -1.62026 -4.06449 0.29 0.15 -0.10
H 0.03906 0.75922 -3.82676 0.15 -0.45 0.92
H 0.96162 -1.08669 -5.34738 -0.14 -0.06 0.14
H 4.00650 1.37136 -3.29746 -0.24 0.03 -0.07
H 1.87279 1.56005 -2.28784 -0.21 0.25 -0.70
P 2.00587 -0.92850 0.47358 -2.13 0.96 1.13
P -1.66842 1.30513 -1.60391 0.45 -1.31 0.96
C 0.22463 -1.06461 -1.26360 2.50 -0.89 -1.44
C -1.07036 -0.62587 -1.80014 -2.18 1.33 -1.44
H 0.26725 -2.14908 -1.30669 0.19 0.20 0.31
H 1.11125 -0.55946 -1.66613 -1.59 -0.71 -0.33
H -1.10330 -0.84572 -2.87776 -0.33 0.15 0.52
H -1.86781 -1.25604 -1.33760 0.06 0.63 -0.27
C -3.43998 1.09135 -1.90409 -0.28 0.23 -0.11
H -3.92836 2.00612 -1.53035 -0.01 -0.38 -0.22
H -3.82695 0.22831 -1.34509 0.09 0.32 -0.16
H -3.63018 0.97679 -2.98320 -0.09 -0.02 0.39
C -1.13048 2.46580 -2.88904 0.18 -0.13 -0.47
H -1.48972 2.15405 -3.88315 0.15 0.28 0.25
H -0.03328 2.55824 -2.88816 -0.49 0.13 -0.03
H -1.56786 3.44514 -2.62899 0.11 -0.40 -0.03
C 2.58822 -2.57162 0.95362 1.07 0.05 0.48
H 2.37437 -2.63813 2.03427 -0.10 -0.11 -0.39
H 3.67150 -2.70562 0.81642 -0.35 -0.18 0.06
H 2.02503 -3.34624 0.40741 0.06 0.36 0.24
C 3.12281 0.51651 0.24644 0.85 0.06 -0.28
H 2.64410 1.47937 0.56373 0.17 -1.12 -0.11
H 3.43276 0.61011 -0.82463 -0.03 0.11 1.36
H 4.00054 0.31307 0.90895 -0.38 0.37 -0.59
O -0.44469 -4.19113 -0.04323 -0.76 0.24 0.38
C -1.35694 -3.62131 0.52757 0.03 0.89 0.33
C -2.72333 -4.15024 0.99033 0.54 -0.91 -0.45
C -3.40062 -2.98402 1.69099 -0.65 0.09 0.04
C -2.47377 -1.82357 1.42772 0.28 0.66 -0.27
O -2.64689 -0.56593 1.60008 0.32 -2.13 -0.49
N -1.32366 -2.25419 0.86049 0.06 -0.10 0.12
H -3.27504 -4.48373 0.09466 0.20 0.03 0.38
H -2.56594 -5.02734 1.63844 -0.12 0.29 -0.31
H -4.40118 -2.79749 1.27635 0.24 0.14 0.34
H -3.49269 -3.17971 2.76393 -0.08 0.30 -0.11
```
Positions in Å, forces in eV/Å.

Population analysis type Mulliken, resulting atomic charges in e: Dy -0.458; C 0.334; C 0.230; C 0.522; C 0.736; C 0.825; C -1.558; H 0.179; H 0.364; H 0.342; C -1.456; H 0.392; H 0.214; H 0.303; C -1.466; H 0.329; H 0.153; H 0.392; C -1.690; H 0.396; H 0.282; H 0.319; C -1.470; H 0.323; H 0.225; H 0.520; C 0.156; C -0.951; C -1.456; C -1.376; C -0.019; C -0.612; C -0.620; C -1.627; H 0.506; H 0.426; H 0.408; H 0.340; H 0.968; H 1.085; H 0.588; H 0.182; H 0.701; H 0.618; H 0.381; H 0.419; P 1.184; P 1.158; C 0.490; C -1.951; H -0.064; H 0.317; H 0.724; H 0.387; C -1.403; H 0.440; H 0.346; H 0.392; C -1.399; H 0.454; H 0.339; H 0.473; C -1.297; H 0.438; H 0.598; H 0.326; C -0.183; H -0.436; H -0.061; H 0.475; O -0.648; C 0.218; C -0.584; C -0.440; C 0.310; O -0.439; N 0.275; H 0.258; H 0.323; H 0.278; H 0.305

=====

(3)
The following is a quantum chemistry calculation of a structure of composition C28H47FeNO2P2 in a non-equilibrium geometry, from OMol25.

Properties
2S+1   6
Total charge   +1
E_LUMO (alpha / beta)   -2.485 / -5.169 eV
Electronic energy   -88339.3796 eV
HOMO (alpha / beta)   -10.008 / -10.697 eV
Kohn-Sham gap (alpha / beta)   7.5231 / 5.5286 eV

XYZ file:
```
81
Properties=species:S:1:pos:R:3:forces:R:3
Fe -0.03330 0.01471 1.43130 -0.24 -0.13 1.10
C 1.44496 0.59063 2.89522 0.43 -0.99 1.12
C 0.14048 1.03109 3.30370 0.17 -0.86 0.67
C 0.12483 -1.29814 3.16309 -0.37 0.67 1.37
C 1.43195 -0.84581 2.78454 0.47 1.14 1.18
C -0.68694 -0.13997 3.45087 1.10 -0.35 1.09
C 2.66879 1.42916 2.85764 0.45 0.42 -0.11
H 2.43987 2.48565 2.65843 0.13 -0.32 0.06
H 3.40331 1.08269 2.11431 -0.25 0.10 0.22
H 3.16202 1.38400 3.84161 -0.09 0.02 -0.27
C 2.62322 -1.71252 2.59127 0.18 -0.42 -0.48
H 3.37111 -1.24373 1.93928 -0.15 -0.10 0.19
H 2.32921 -2.67192 2.14697 0.09 0.17 0.07
H 3.11310 -1.93389 3.55225 -0.21 0.16 -0.17
C -0.22345 -2.69374 3.50747 -0.20 -0.70 -0.43
H 0.03169 -2.91585 4.55814 -0.03 0.29 -0.27
H 0.33526 -3.41529 2.88936 -0.16 0.10 0.16
H -1.29235 -2.89905 3.38072 0.20 0.06 0.12
C -2.05224 -0.16315 4.02568 -0.66 0.07 0.12
H -1.99498 -0.24929 5.12137 -0.04 0.00 -0.26
H -2.65161 -1.01256 3.66612 0.21 0.24 0.10
H -2.59897 0.76382 3.80249 0.08 -0.26 0.07
C -0.22499 2.40883 3.71768 -0.18 0.54 -0.12
H -0.11344 2.57130 4.80362 0.01 -0.29 -0.34
H -1.27027 2.61790 3.47068 0.14 0.14 0.05
H 0.41707 3.14687 3.22573 -0.21 -0.03 0.06
C 0.69959 2.29326 -3.54356 1.25 0.76 0.25
C 1.02663 3.45368 -2.94303 0.27 -0.64 -1.01
C 0.17355 4.67265 -2.94601 -0.46 0.50 -0.16
C -1.36446 4.41095 -3.00868 0.73 0.82 -0.07
C -1.92149 3.22698 -2.27370 -0.74 -0.58 -0.24
C -2.27710 2.07581 -2.87610 -0.31 1.04 0.17
C -1.77019 1.65976 -4.22034 0.02 -0.08 -0.66
C -0.33323 2.14709 -4.61040 -0.91 -0.53 -0.43
H 0.44088 5.32044 -3.80371 -0.05 -0.15 0.37
H -1.68055 4.43197 -4.06459 -0.03 -0.25 0.50
H 0.38967 5.26856 -2.04528 0.04 -0.19 -0.22
H -0.43286 3.07179 -5.19469 0.20 -0.17 0.32
H 1.35171 1.42095 -3.38412 -0.05 0.59 -0.31
H 2.04012 3.59896 -2.55285 -0.41 -0.38 0.37
H 0.05726 1.39259 -5.31368 -0.13 0.33 0.14
H -1.80612 0.55992 -4.30498 -0.04 0.34 0.16
H -3.07672 1.44817 -2.46473 0.66 0.00 0.35
H -2.45430 2.02907 -5.00707 0.15 -0.21 0.24
H -1.82299 5.29454 -2.53621 -0.01 -0.22 -0.31
H -2.21038 3.41649 -1.23379 -0.23 -0.09 -0.34
P 1.05567 0.40906 -0.35261 1.31 0.38 -2.67
P -1.78702 -0.74436 0.38074 -2.44 -1.66 -1.87
C -0.17920 0.16034 -1.68420 0.48 0.37 -0.47
C -1.35024 -0.76299 -1.40496 -0.04 -0.14 0.32
H 0.39357 -0.23118 -2.53362 -0.23 0.09 0.12
H -0.53150 1.16705 -1.91599 0.05 -0.21 -0.04
H -2.22572 -0.47096 -1.99749 0.17 -0.05 0.12
H -1.05524 -1.77642 -1.70459 -0.08 0.05 0.37
C -2.21929 -2.45091 0.73417 -0.20 -0.44 0.16
H -2.74611 -2.50504 1.69060 -0.01 -0.06 -0.14
H -1.28707 -3.02821 0.78928 -0.14 0.05 -0.10
H -2.84925 -2.86045 -0.06752 0.08 0.14 0.22
C -3.29152 0.21565 0.62512 -0.43 0.48 -0.02
H -3.90232 0.22008 -0.28515 0.00 0.00 0.27
H -3.03049 1.24737 0.89524 -0.21 -0.16 -0.16
H -3.85700 -0.21959 1.45763 0.06 0.11 -0.21
C 2.62071 -0.17953 -0.95357 0.77 0.00 -0.20
H 3.28328 -0.35735 -0.09614 -0.04 0.08 -0.35
H 3.05767 0.57594 -1.62596 0.00 -0.37 0.14
H 2.44551 -1.12945 -1.48066 0.00 0.22 0.14
C 1.20028 2.20640 0.00569 0.01 0.08 -0.25
H 0.46792 2.53409 0.76029 0.17 -0.06 -0.11
H 1.02217 2.77377 -0.91217 0.03 -0.09 0.27
H 2.21293 2.40278 0.37792 -0.28 -0.02 -0.05
O 0.87982 -2.85596 -2.10897 -0.25 0.10 0.64
C 0.92717 -3.75290 -1.25548 0.08 -0.08 0.26
C 1.24372 -5.19460 -1.62555 0.11 0.03 -0.41
C 1.51742 -5.85376 -0.29679 0.03 -0.16 0.08
C 1.14849 -4.77585 0.71140 0.00 -0.23 0.50
O 1.24771 -4.96621 1.92796 -0.20 0.49 -0.72
N 0.74162 -3.61485 0.09817 0.37 0.36 -0.37
H 0.36646 -5.63103 -2.11618 0.18 0.15 -0.10
H 2.08505 -5.21217 -2.32503 -0.22 -0.04 0.03
H 0.90337 -6.74233 -0.13288 0.18 0.06 0.16
H 2.56811 -6.12182 -0.15073 -0.17 -0.05 0.01
```
Positions in Å, forces in eV/Å.

Population analysis type Mulliken, resulting atomic charges in e: Fe -0.972; C 0.427; C 0.715; C 0.575; C 1.088; C 0.531; C -1.598; H 0.444; H 0.342; H 0.337; C -1.223; H 0.363; H 0.136; H 0.285; C -1.149; H 0.313; H 0.337; H 0.330; C -1.617; H 0.343; H 0.282; H 0.400; C -1.738; H 0.307; H 0.421; H 0.366; C 0.106; C -0.633; C -0.758; C -0.993; C -0.251; C -0.486; C -0.757; C -1.285; H 0.388; H 0.314; H 0.365; H 0.376; H 0.818; H 0.457; H 0.391; H 0.314; H 0.737; H 0.459; H 0.406; H 0.488; P 1.965; P 0.709; C 0.384; C -0.944; H 0.951; H -1.475; H 0.725; H 0.107; C -1.132; H 0.415; H 0.006; H 0.511; C -1.429; H 0.449; H 0.341; H 0.396; C -1.182; H 0.389; H 0.454; H 0.277; C -0.200; H 0.116; H -0.752; H 0.456; O -0.699; C 0.086; C -0.557; C -0.565; C 0.216; O -0.744; N 0.095; H 0.243; H 0.329; H 0.281; H 0.280

=====

- Look up the electronic energy of the second one.
  -78032.8510 eV

=====

- Which of these has the lowest 2S+1?
  C28H47BrNO3P3Pd

=====

- What is the total charge in the second record?
  +1